# 1
12 unconnected molecules or ions with the total composition C39H111N9O12 in a non-equilibrium geometry, computed with ωB97M-V/def2-TZVPD.

XYZ file:
```
171
Properties=species:S:1:pos:R:3:mulliken_charge:R:1
C -4.32622 0.10550 -1.24876 -0.945
O -4.17969 -0.91495 -0.29419 -0.060
C -5.15517 -0.89389 0.71554 -1.078
C -5.05206 0.31455 1.62658 0.681
C -3.65947 0.40329 2.24579 -0.137
N -6.08108 0.23338 2.66178 -0.793
H -4.01899 1.07437 -0.84570 0.289
H -5.34683 0.16107 -1.64537 0.308
H -3.62755 -0.12732 -2.04992 0.169
H -6.15585 -0.97431 0.25775 0.566
H -5.03559 -1.79617 1.32432 0.157
H -5.14175 1.22041 1.00501 0.225
H -2.92499 0.89480 1.60952 -0.285
H -3.24284 -0.57589 2.50604 -0.344
H -3.70816 0.95962 3.18758 0.427
H -6.98910 0.38276 2.22345 0.285
H -5.98541 1.03299 3.28169 0.286
C 3.83902 -7.32252 -0.76961 -0.789
O 2.94615 -6.36229 -0.27254 -0.315
C 2.73481 -5.30767 -1.18458 -0.914
C 1.76665 -4.32035 -0.54006 0.606
C 1.56921 -3.13152 -1.44368 -0.193
N 2.32635 -3.85815 0.77462 -0.531
H 4.01138 -8.07845 -0.00271 0.254
H 4.81106 -6.87881 -1.01893 0.317
H 3.43477 -7.85016 -1.64311 0.296
H 3.67892 -4.82953 -1.47492 0.415
H 2.23413 -5.72517 -2.07502 0.345
H 0.82445 -4.84700 -0.36802 -0.002
H 0.83181 -2.48483 -0.96488 -0.243
H 1.15044 -3.49022 -2.38424 -0.366
H 2.51769 -2.61016 -1.58092 0.490
H 2.83063 -4.65855 1.14922 0.303
H 3.00130 -3.12582 0.57690 0.221
C 3.44532 1.29110 -1.76747 0.047
O 4.71293 0.86478 -2.15270 -0.414
C 5.69197 1.12829 -1.15935 -0.465
C 7.03510 1.22094 -1.82332 0.366
C 7.46678 -0.12951 -2.39014 -1.409
N 8.03536 1.76902 -0.87478 -0.685
H 3.27601 1.05534 -0.71060 -0.210
H 2.73120 0.65525 -2.30327 0.006
H 3.19210 2.32896 -1.99765 0.276
H 5.45849 2.09378 -0.69339 0.283
H 5.66761 0.35617 -0.37659 0.226
H 6.96860 1.97434 -2.61148 0.323
H 7.39125 -0.89594 -1.61547 0.310
H 8.48239 -0.06695 -2.78221 0.400
H 6.82960 -0.45240 -3.21866 0.322
H 8.81325 2.12499 -1.41713 0.272
H 8.41844 1.02604 -0.29748 0.260
C -6.49706 -5.98799 -1.30055 -0.769
O -5.31348 -5.37983 -1.74312 -0.404
C -4.68786 -4.58782 -0.76525 -0.356
C -3.28037 -4.20620 -1.20045 0.322
C -2.44026 -5.43482 -1.53088 -1.400
N -2.62235 -3.41226 -0.14465 0.510
H -7.10394 -6.20040 -2.17693 0.269
H -7.04889 -5.35846 -0.59255 0.315
H -6.27382 -6.93048 -0.78015 0.276
H -5.25118 -3.64706 -0.62972 0.294
H -4.65640 -5.08651 0.21796 0.218
H -3.35548 -3.55767 -2.07170 0.293
H -2.36675 -6.12551 -0.69117 0.271
H -1.44989 -5.08450 -1.83218 0.019
H -2.85311 -5.92822 -2.41178 0.480
H -3.18506 -2.57357 0.02020 -0.270
H -2.66111 -3.90489 0.75156 0.045
C 5.49441 3.06810 5.87372 -0.768
O 5.03434 2.35064 4.76330 -0.323
C 3.62307 2.45511 4.60924 -0.791
C 3.22735 1.70395 3.36625 0.603
C 3.96177 2.19508 2.13300 -0.660
N 1.78503 1.93582 3.16774 0.838
H 6.55543 2.84871 5.97764 0.247
H 4.97354 2.77928 6.79770 0.290
H 5.36029 4.14999 5.73331 0.310
H 3.16926 2.04836 5.52176 0.456
H 3.34817 3.51697 4.51729 0.306
H 3.44665 0.63608 3.51779 0.310
H 3.51907 1.74728 1.23837 -0.248
H 5.02361 1.95084 2.15619 0.509
H 3.82997 3.27405 2.01076 0.078
H 1.38293 1.32181 2.45910 -0.642
H 1.29454 1.84139 4.05074 -0.040
C 2.04281 8.73193 0.72077 -0.763
O 2.31009 7.36084 0.96876 -0.335
C 1.25362 6.51909 0.54353 -0.966
C 1.53484 5.12907 1.07627 1.265
C 0.67397 4.06382 0.47294 -0.255
N 1.30055 5.08622 2.53791 -0.852
H 2.15181 8.95285 -0.34928 0.290
H 2.76799 9.32614 1.27470 0.251
H 1.03989 9.01713 1.05493 0.306
H 0.27254 6.86819 0.87849 0.460
H 1.29674 6.44503 -0.55708 0.363
H 2.58148 4.88812 0.82790 0.105
H -0.38827 4.27631 0.62493 0.009
H 0.80581 3.08931 0.93782 -0.747
H 0.77193 3.93089 -0.61183 0.330
H 1.54509 4.14877 2.86908 0.059
H 1.96200 5.73004 2.96890 0.363
C -0.63153 -1.06610 -3.52296 0.042
O -0.44365 -2.27082 -4.20200 -0.325
C 0.75005 -2.24711 -4.96811 -0.487
C 0.77157 -3.48127 -5.84769 0.448
C 0.66077 -4.78800 -5.09365 -1.249
N 1.98815 -3.51375 -6.68868 -0.782
H -1.39539 -1.16802 -2.75112 -0.335
H -0.89449 -0.21177 -4.15425 0.658
H 0.23406 -0.80685 -2.88996 -0.262
H 0.76048 -1.37283 -5.63340 0.408
H 1.59921 -2.23634 -4.26735 0.133
H -0.07325 -3.37889 -6.53584 0.349
H 0.79872 -5.59908 -5.80867 0.511
H -0.31094 -4.88588 -4.61785 0.275
H 1.49807 -4.86762 -4.39298 0.023
H 2.77715 -3.21648 -6.10734 0.282
H 1.94868 -2.74366 -7.35764 0.317
C -5.63084 7.54213 -1.11873 -0.749
O -5.05575 6.26563 -0.99003 -0.289
C -4.31818 5.88108 -2.12332 -0.809
C -3.59404 4.57672 -1.84666 0.452
C -2.57655 4.77726 -0.73742 -0.694
N -2.84565 4.07173 -3.01647 -0.574
H -5.82218 7.93370 -0.11919 0.241
H -6.60960 7.49116 -1.61843 0.278
H -5.00203 8.25148 -1.66381 0.322
H -5.00354 5.78500 -2.98551 0.404
H -3.56164 6.63360 -2.40932 0.390
H -4.29345 3.82522 -1.47318 0.163
H -2.96328 5.23037 0.17530 0.556
H -1.68606 5.31923 -1.08046 0.305
H -2.11728 3.83806 -0.41026 -0.561
H -2.46112 4.88262 -3.50242 0.271
H -3.51614 3.67705 -3.67694 0.288
C -3.44379 -5.47141 3.07195 -0.932
O -2.29706 -4.80138 2.56612 -0.349
C -1.84359 -3.78028 3.44516 -0.812
C -0.39790 -3.46671 3.14089 0.688
C 0.24956 -2.61125 4.21404 -1.375
N -0.27559 -2.75238 1.84145 0.456
H -4.30764 -4.79676 3.13498 0.334
H -3.23397 -5.93945 4.03696 0.342
H -3.70514 -6.24944 2.35292 0.263
H -2.46861 -2.88501 3.31205 -0.026
H -1.88124 -4.09919 4.49471 0.671
H 0.13482 -4.42240 3.04013 0.095
H -0.22320 -1.62737 4.17022 -0.057
H 1.30691 -2.51166 3.98192 0.381
H 0.09613 -3.02151 5.21321 0.503
H -1.00052 -3.14308 1.22813 -0.169
H 0.60415 -3.06640 1.40887 -0.007
C 0.31526 2.41808 -3.43961 -0.596
O -0.65778 2.21400 -2.41672 0.068
H 0.77268 1.43812 -3.58795 -0.028
H -0.14928 2.73282 -4.37751 0.370
H 1.08368 3.13171 -3.13016 0.235
H -1.41437 2.78697 -2.67015 0.211
C -0.39565 0.41645 0.27912 0.190
O 0.18878 0.01281 1.50823 -0.121
H -1.05083 -0.37049 -0.11481 0.166
H -1.02552 1.29984 0.41124 -0.689
H 0.37523 0.64689 -0.46200 0.146
H 0.03145 -0.95536 1.63078 0.049
C -0.75700 1.04390 5.23859 -0.064
O 0.19836 2.00184 5.74681 -0.587
H -1.70563 1.52655 4.97983 0.273
H -0.37238 0.63124 4.30602 -0.344
H -0.92732 0.22698 5.94462 0.380
H -0.20303 2.37158 6.53807 0.306
```

Computed properties:
HOMO-LUMO gap (Ha): 0.3178
HOMO energy (eV): -8.1649
Total charge: 0
Max |F| (hartree/bohr): 0.03100
Structure (SMILES): COC[C@H](C)N.COC[C@H](C)N.COC[C@H](C)N.COC[C@H](C)N.COC[C@H](C)N.COC[C@H](C)N.COC[C@H](C)N.COC[C@H](C)N.COC[C@H](C)N.CO.CO.CO
E_tot (Eh): -2948.0095
Relative energy (zero: lowest compared OMol25 entry of this formula, charge and spin) (kJ/mol): 44.93

=====

# 2
12 unconnected molecules or ions with the total composition C39H111N9O12 in a non-equilibrium geometry, computed with ωB97M-V/def2-TZVPD.

XYZ file:
```
171
Properties=species:S:1:pos:R:3:mulliken_charge:R:1
C -7.08384 -1.64515 4.03070 -0.748
O -5.68996 -1.35523 3.65257 -0.257
C -5.55207 -0.16915 2.92517 -1.109
C -4.05072 0.10511 2.80928 0.506
C -3.96525 1.30246 1.82971 -1.267
N -3.35233 -1.04900 2.30623 0.093
H -7.72649 -1.97107 3.10433 0.252
H -7.48708 -0.80811 4.59841 0.314
H -6.89481 -2.53537 4.66354 0.227
H -5.96195 -0.43448 1.96401 0.366
H -6.02711 0.74478 3.34759 0.443
H -3.76856 0.33698 3.86186 0.258
H -2.96361 1.77997 1.78776 -0.344
H -4.47165 2.15422 2.21522 0.748
H -4.22019 0.93006 0.86292 0.560
H -3.74617 -1.79930 2.86330 0.235
H -3.59424 -1.15578 1.31992 -0.241
C -1.99769 -5.18183 5.69554 -0.707
O -1.15795 -3.98676 5.80055 -0.419
C -1.28526 -3.19211 4.65650 -0.210
C -0.29828 -2.02495 4.73190 -0.029
C -0.93665 -1.02473 5.67295 -1.562
N -0.17194 -1.39130 3.36799 0.494
H -1.90109 -5.69819 6.63557 0.295
H -1.69517 -5.80494 4.83852 0.284
H -3.06379 -4.90492 5.69010 0.271
H -1.04097 -3.80245 3.78977 0.458
H -2.28173 -2.76172 4.50913 0.173
H 0.75353 -2.27194 5.02156 0.504
H -1.91309 -0.79837 5.24266 0.111
H -0.43709 -0.11160 5.75595 0.367
H -1.15969 -1.46694 6.64144 0.441
H -1.08310 -1.40272 2.90929 -0.568
H 0.46068 -2.01149 2.90252 0.071
C 2.51489 4.41564 2.32436 -0.674
O 1.65765 5.23281 3.13846 0.074
C 2.34026 6.18689 3.85237 -1.205
C 2.96605 5.76647 5.18348 1.083
C 1.91094 5.53014 6.27687 -1.297
N 3.92123 6.65029 5.75367 -0.641
H 1.90723 3.85825 1.54293 0.000
H 3.13979 3.66397 2.89715 0.159
H 3.24583 5.03500 1.77872 0.522
H 3.08768 6.63285 3.10630 0.327
H 1.64632 6.94584 4.07244 0.247
H 3.39248 4.76801 5.02125 -0.038
H 1.68421 6.42628 6.83702 0.412
H 2.30447 4.73010 6.98630 0.246
H 1.08023 5.12755 5.73767 0.313
H 3.57699 7.51759 6.11742 0.230
H 4.58370 6.83307 5.05718 0.247
C 3.87999 -3.85087 -7.77673 -0.660
O 3.81640 -3.73285 -6.36978 -0.322
C 2.81842 -2.74154 -6.07784 -1.043
C 2.53250 -2.80004 -4.56331 1.873
C 3.85197 -2.56337 -3.78644 -1.530
N 2.05890 -4.09854 -4.07706 -0.386
H 3.93884 -2.81694 -8.27304 0.263
H 2.91098 -4.28062 -8.15528 0.235
H 4.69734 -4.56866 -8.11673 0.252
H 3.14821 -1.76360 -6.44783 0.497
H 1.90201 -2.90582 -6.55715 0.419
H 1.71187 -2.09737 -4.30799 -1.063
H 4.62670 -3.16652 -4.25714 0.437
H 3.75200 -2.83960 -2.77468 0.332
H 4.31164 -1.56830 -3.78056 0.331
H 1.07006 -4.29437 -4.33182 0.049
H 2.62257 -4.91473 -4.40424 0.243
C 2.34238 0.57720 -2.71658 0.549
O 2.19676 1.78328 -3.55866 -0.527
C 1.00032 1.73315 -4.35899 0.984
C 1.11304 2.81810 -5.44056 0.132
C -0.07276 2.81175 -6.28774 -1.504
N 2.36121 2.72896 -6.20632 -0.754
H 3.49577 0.54668 -2.72133 0.280
H 1.87877 -0.25027 -3.26526 -0.548
H 1.92027 0.71893 -1.70942 -0.015
H 0.98820 0.74266 -4.89807 -0.232
H 0.04885 1.83024 -3.76638 -0.315
H 1.21775 3.78980 -5.03944 0.279
H -1.05156 3.01021 -5.79864 0.318
H -0.12775 1.95890 -6.88511 0.383
H -0.08330 3.65868 -7.02362 0.365
H 3.17261 2.46261 -5.55997 0.335
H 2.17403 1.93294 -6.82000 0.294
C -1.59832 -3.49490 -7.95770 -0.693
O -2.13608 -3.16553 -6.69383 -0.427
C -1.34542 -2.38517 -5.84037 -0.346
C -2.15709 -1.67025 -4.69275 0.939
C -2.99276 -0.49226 -5.30759 -1.541
N -1.10974 -1.18662 -3.82278 1.173
H -1.50850 -2.59500 -8.60995 0.274
H -2.34565 -4.14472 -8.36731 0.317
H -0.61011 -3.97547 -7.85852 0.224
H -0.66748 -3.04454 -5.36781 -0.076
H -0.80548 -1.61720 -6.35378 0.466
H -2.86068 -2.35488 -4.15246 0.048
H -3.66040 -0.81907 -6.09876 0.439
H -2.32817 0.27499 -5.69281 0.255
H -3.57100 0.01604 -4.47551 0.295
H -1.01888 -1.87247 -3.03258 -0.814
H -1.34519 -0.27935 -3.44753 -0.475
C -2.04627 5.75843 2.66250 -0.400
O -2.70408 5.70928 1.48392 -0.364
C -1.97153 5.72681 0.26585 -0.929
C -1.73849 4.33295 -0.33385 1.717
C -0.91165 4.32601 -1.62004 -1.126
N -2.91890 3.44046 -0.56281 -0.578
H -1.55506 6.71906 2.90384 0.260
H -1.32898 4.91005 2.63508 0.129
H -2.79589 5.75889 3.49361 0.256
H -2.60418 6.24469 -0.45861 0.332
H -0.95063 6.14345 0.35520 0.371
H -1.14601 3.83692 0.42664 -0.836
H -0.00964 4.85661 -1.46090 0.490
H -1.50182 4.69045 -2.51722 0.279
H -0.75245 3.27250 -1.88845 -0.027
H -3.39636 3.31938 0.31080 0.101
H -3.53433 3.94204 -1.18886 0.230
C 4.55611 0.30532 6.88245 -0.610
O 4.38246 -0.34259 5.67693 -0.316
C 4.63385 0.41945 4.51395 -0.505
C 4.42213 -0.43632 3.26599 0.999
C 5.60687 -1.43619 3.09950 -1.466
N 4.22276 0.24714 1.99853 -0.456
H 4.09750 -0.31430 7.65885 0.264
H 4.03246 1.28470 6.86016 0.181
H 5.62258 0.54340 7.17468 0.264
H 3.93780 1.27209 4.44586 0.233
H 5.66817 0.78432 4.51003 0.280
H 3.57250 -1.09223 3.54375 -0.235
H 5.87448 -1.83360 4.11207 0.322
H 6.55770 -0.93852 2.73210 0.369
H 5.47016 -2.23779 2.39478 0.322
H 4.99969 0.67063 1.60679 0.215
H 3.39747 0.79496 1.93225 0.147
C -1.24898 -5.58104 -2.62483 -0.720
O -1.16455 -4.65032 -1.57842 -0.216
C 0.12772 -4.45226 -0.99337 -1.324
C 0.07915 -3.11985 -0.28680 3.830
C 1.42859 -2.72849 0.23763 -1.505
N -0.90413 -3.17158 0.81999 -0.345
H -2.35465 -5.53108 -2.90743 0.245
H -0.96713 -6.59255 -2.22820 0.294
H -0.63406 -5.30165 -3.51814 0.183
H 0.27347 -5.31636 -0.22523 0.265
H 0.80803 -4.53544 -1.75504 0.612
H -0.25472 -2.47762 -1.11077 -2.122
H 1.44244 -1.76864 0.76339 0.287
H 2.20586 -2.63180 -0.56033 -0.056
H 1.73766 -3.40506 1.00268 0.479
H -1.04217 -2.29562 1.30333 -0.380
H -1.81733 -3.49944 0.54652 0.333
C -0.08928 2.14238 2.90562 0.190
O 0.83164 1.10518 3.07935 -0.020
H -0.84858 2.02434 3.66222 0.327
H 0.41090 3.14660 3.21508 -0.355
H -0.50080 2.25761 1.94658 -0.219
H 0.48963 0.22229 3.09551 0.076
C -3.82129 -3.04104 -1.50800 -0.283
O -3.38284 -1.76159 -1.00189 -0.275
H -4.43252 -2.98550 -2.42407 0.364
H -3.01615 -3.74778 -1.66496 -0.223
H -4.44865 -3.37868 -0.68806 0.357
H -3.18802 -1.19308 -1.72700 0.169
C -1.16068 0.46827 -0.95728 1.007
O -1.99551 1.13500 -1.92046 -0.483
H -0.73645 -0.45987 -1.39336 -0.609
H -0.28354 1.11338 -0.70546 0.394
H -1.79524 0.42647 -0.01505 -0.529
H -2.29486 1.94788 -1.50129 0.317
```

Computed properties:
HOMO-LUMO gap (Ha): 0.3461
HOMO energy (eV): -8.8124
Total charge: 0
Max |F| (hartree/bohr): 0.08397
Structure (SMILES): COC[C@H](C)N.COC[C@H](C)N.COC[C@H](C)N.COC[C@H](C)N.COC[C@H](C)N.COC[C@H](C)N.COC[C@H](C)N.COC[C@H](C)N.COC[C@H](C)N.CO.CO.CO
E_tot (Eh): -2947.8600
Relative energy (zero: lowest compared OMol25 entry of this formula, charge and spin) (kJ/mol): 437.34